<i>
C7H7NO3 | ωB97M-V with the def2-TZVPD basis set

Output
Highest occupied orbital energy (spin up / spin down) in eV: -8.33 / -8.33
LUMO level (spin up / spin down) in eV: -1.00 / -1.00
M in g/mol: 153.1
Multiplicity: 1
SMILES: C/C(=C1/C=CC=CO1)[N+](=O)[O-]

Geometry as XYZ:
```
18
Properties=species:S:1:pos:R:3:nbo_charge:R:1
C 1.222 0.786 -2.227 -0.641
C 0.067 0.831 -1.283 -0.023
C 0.092 -0.011 -0.025 0.405
C -1.007 0.021 0.903 -0.247
C -1.072 -0.720 2.044 -0.159
C -0.055 -1.629 2.499 -0.298
C 1.054 -1.783 1.776 0.196
O 1.084 -0.946 0.488 -0.519
N -1.006 1.625 -1.656 0.488
O -1.954 1.846 -0.909 -0.440
O -0.930 2.094 -2.786 -0.410
H 2.084 0.336 -1.744 0.222
H 1.468 1.797 -2.554 0.237
H 0.974 0.215 -3.123 0.227
H -1.828 0.684 0.676 0.271
H -1.951 -0.619 2.662 0.224
H -0.201 -2.181 3.414 0.238
H 1.959 -2.344 1.845 0.228
```



<ii>
C7H7NO3 | ωB97M-V with the def2-TZVPD basis set

Output
Highest occupied orbital energy in eV: -8.78
LUMO level in eV: 0.40
M in g/mol: 153.1
Multiplicity: 1
SMILES: Nc1cccc(C(=O)O)c1O

Geometry as XYZ:
```
18
Properties=species:S:1:pos:R:3:nbo_charge:R:1
N -0.498 2.348 1.403 -0.856
C 0.076 1.100 0.820 0.005
C 1.348 0.740 0.704 -0.175
C 1.900 -0.349 0.130 -0.268
C 0.972 -1.159 -0.651 -0.152
C -0.412 -0.809 -0.707 -0.262
C -1.366 -1.653 -1.518 0.774
O -2.433 -1.246 -1.960 -0.554
O -0.964 -2.872 -1.723 -0.656
C -0.851 0.342 -0.007 0.383
O -2.131 0.695 0.024 -0.632
H -0.029 2.204 2.575 0.373
H -0.042 3.241 1.165 0.390
H 2.257 1.482 1.295 0.191
H 3.122 -0.503 0.184 0.239
H 1.391 -1.977 -1.063 0.196
H -0.214 -3.163 -1.241 0.491
H -2.127 1.578 0.570 0.514
```



Most favorable structure: <ii>. The second most favorable one is 80.3 kcal/mol above it.



<i>
C5H8ClN2 | ωB97M-V with the def2-TZVPD basis set

Output
Highest occupied orbital energy in eV: -14.09
LUMO level in eV: -3.43
M in g/mol: 131.6
Multiplicity: 1
Net charge: +1

Geometry as XYZ:
```
16
Properties=species:S:1:pos:R:3:nbo_charge:R:1
C -0.704 1.533 0.365 -0.232
C -1.454 0.500 0.111 -0.024
C -0.351 -1.139 -0.095 0.547
C 0.842 1.482 0.295 -0.430
C 1.320 0.374 -0.753 -0.216
N 0.899 -0.947 -0.322 -0.558
N -0.932 -2.228 0.289 -0.745
Cl -3.091 0.084 -0.230 0.120
H -1.327 2.493 0.688 0.285
H 1.257 2.446 0.001 0.258
H 1.175 1.274 1.326 0.240
H 0.834 0.792 -1.559 0.221
H 2.438 0.275 -0.930 0.243
H 1.602 -1.667 -0.196 0.430
H -1.891 -2.100 0.471 0.421
H -0.619 -3.171 0.539 0.440
```



<ii>
C5H8ClN2 | ωB97M-V with the def2-TZVPD basis set

Output
Highest occupied orbital energy (spin up / spin down) in eV: -11.51 / -12.42
LUMO level (spin up / spin down) in eV: -4.91 / -3.94
M in g/mol: 131.6
Multiplicity: 1
Net charge: +1

Geometry as XYZ:
```
16
Properties=species:S:1:pos:R:3:nbo_charge:R:1
C -1.247 0.958 0.748 -0.318
C -2.140 0.046 0.975 -0.023
C 0.848 0.316 -0.247 0.547
C 0.252 0.594 1.071 -0.479
C -0.069 -1.990 -0.509 -0.134
N 0.605 -0.846 -0.895 -0.517
N 1.516 1.336 -0.827 -0.725
Cl -3.286 -1.080 1.122 0.225
H -1.250 1.931 0.215 0.236
H 0.634 1.382 1.568 0.243
H 0.398 -0.387 1.654 0.252
H -0.868 -1.936 0.191 0.203
H -0.155 -2.872 -1.170 0.229
H 1.209 -0.780 -1.688 0.417
H 1.884 2.097 -0.366 0.434
H 1.667 1.231 -1.843 0.410
```



Most favorable structure: <i>. The second most favorable one is 65.4 kcal/mol above it.